Entry from the Open Molecules 2025 dataset: one molecule with the formula FNO3S at a distorted geometry (ωB97M-V/def2-TZVPD).

* total charge: 0
* F_max: 0.142 Eh/bohr
* Kohn-Sham gap: 9.84 eV
* HOMO: -11.108 eV
* ΔE to the lowest compared entry with this formula, charge and spin: 1.039 eV
* 2S+1: 1

Geometry (Å):
N -0.23924 -0.75147 -1.37347
O 0.49503 0.04690 -0.40346
O 0.45708 -1.45122 -1.98311
O 0.09561 -0.28854 2.13006
F -1.11775 1.61472 0.63408
S 0.30928 0.82961 0.99589